C41H48Cl2NOP3SZr | the ωB97M-V functional and the def2-TZVPD basis

Calculated values
2S+1: 1
Charge: +2
Frontier orbital gap: 5.195 eV

Atoms and positions in Å:
Zr -0.36 -0.10 0.19
Cl -0.11 2.18 1.39
Cl -2.58 -1.06 0.04
S -1.21 -1.32 3.53
P 3.99 1.54 -1.83
P 0.24 -3.58 -5.25
P -1.67 1.88 -1.12
O 2.90 -1.25 -2.72
N -0.40 -0.62 2.25
C 1.60 -2.10 6.40
C 2.44 0.68 -1.40
C -2.55 2.62 5.39
C 0.96 -2.45 -6.51
C 1.98 -2.82 -7.40
C 5.33 0.37 -1.63
C 0.43 -1.15 -6.57
C 1.85 -0.32 -2.40
C -2.89 2.65 -0.01
C -1.49 -4.03 -7.49
C 1.87 0.80 -0.19
C -2.15 -4.97 -5.35
C -0.22 -1.83 -1.52
C -1.21 2.22 5.50
C 3.50 -5.94 -4.55
C 0.34 -1.87 5.83
C 1.35 -2.11 3.62
C -0.65 3.27 -1.72
C 0.25 -1.82 4.43
C -3.50 -5.38 -7.31
C -2.58 1.38 -2.60
C -1.23 -4.23 -6.13
C 2.73 -2.26 5.59
C 1.38 -5.01 -5.31
C 1.88 -0.63 -8.43
C 2.54 -4.93 -4.51
C -1.75 0.12 4.45
C 0.69 -1.00 -1.75
C 2.43 -1.92 -8.36
C -3.49 1.75 4.82
C 2.12 -7.18 -6.11
C 2.61 -2.26 4.20
C -2.62 -4.62 -8.09
C 0.89 -0.25 -7.53
C 4.21 2.95 -0.75
C -0.81 0.97 5.04
C 1.16 -6.16 -6.08
C 3.92 2.09 -3.53
C -3.27 -5.55 -5.95
C 3.28 -7.07 -5.35
C -3.10 0.50 4.35
H 3.76 1.24 -4.20
H -0.54 -1.72 6.44
H 2.31 1.46 0.58
H 1.53 0.23 -3.30
H -4.38 -5.84 -7.78
H -3.49 1.87 0.46
H -1.86 1.03 -3.35
H 4.03 -7.87 -5.38
H -2.37 3.19 0.79
H 0.46 0.75 -7.58
H 5.39 0.08 -0.57
H 1.24 -2.11 2.54
H -2.79 -4.48 -9.15
H -3.81 -0.19 3.89
H 2.42 -3.82 -7.34
H 0.23 0.65 5.11
H 0.07 2.89 -2.47
H 4.24 2.62 0.30
H 2.57 -1.93 -3.34
H 5.17 3.43 -0.99
H -3.54 3.34 -0.56
H 0.25 -6.26 -6.66
H 3.21 -2.23 -9.06
H -0.69 -2.73 -1.90
H -2.83 3.62 5.69
H 1.70 -2.14 7.49
H 3.46 -2.39 3.52
H 6.27 0.84 -1.94
H -0.34 -0.85 -5.86
H 3.72 -2.37 6.03
H 4.89 2.56 -3.79
H -1.97 -5.09 -4.28
H -0.06 0.30 2.62
H 5.13 -0.50 -2.26
H -3.12 2.24 -3.00
H -0.45 2.89 5.91
H -3.26 0.56 -2.35
H -0.82 -3.42 -8.10
H -3.96 -6.14 -5.34
H -0.09 3.72 -0.90
H 2.24 0.07 -9.19
H 3.40 3.68 -0.90
H -4.54 2.08 4.72
H 2.69 -4.07 -3.86
H -1.30 4.02 -2.19
H 3.13 2.84 -3.66
H 1.94 -8.06 -6.74
H 4.41 -5.86 -3.96